[1]
Entry from OMol25: a molecular structure, C33H45N5OTl at a distorted geometry (ωB97M-V/def2-TZVPD).

Computed properties:
- Frontier orbital gap: 4.462 eV
- Total charge: -1
- E_tot: -1805.87320 hartree
- ΔE to the lowest compared entry with this formula, charge and spin: 1.228 eV

XYZ file:
```
85
Properties=species:S:1:pos:R:3:lowdin_charge:R:1
Tl -0.390 -0.029 0.343 0.983
N -0.097 -2.437 1.669 0.006
N 0.933 -2.699 -1.516 -0.114
C 2.483 1.805 -0.194 -0.293
C 3.285 0.668 0.095 -0.258
C 3.122 0.356 1.478 -0.274
C 3.628 -0.853 2.159 -0.086
H 4.422 -1.325 1.562 0.061
H 2.823 -1.602 2.298 0.063
H 4.028 -0.594 3.154 0.067
C 2.218 1.286 2.047 -0.294
C 1.706 1.240 3.444 -0.083
H 2.319 1.887 4.107 0.072
H 1.760 0.208 3.843 0.070
H 0.648 1.556 3.518 0.044
C 1.857 2.209 1.024 -0.338
C 0.901 3.321 1.171 -0.104
H -0.005 3.013 1.718 0.051
H 0.588 3.699 0.189 0.062
H 1.353 4.160 1.723 0.069
C 4.054 -0.146 -0.870 -0.092
H 4.963 -0.554 -0.391 0.066
H 4.340 0.455 -1.747 0.060
H 3.420 -0.981 -1.233 0.028
C 2.221 2.389 -1.532 -0.080
H 1.233 2.096 -1.945 0.064
H 2.975 2.062 -2.262 0.060
H 2.246 3.491 -1.473 0.067
C -0.967 -2.788 2.624 -0.182
H -1.060 -2.122 3.481 0.082
C -1.760 -3.938 2.552 -0.118
H -2.365 -4.225 3.405 0.074
C -1.709 -4.719 1.385 -0.110
H -2.374 -5.570 1.241 0.091
C -0.744 -4.436 0.440 -0.054
H -0.622 -5.020 -0.464 0.078
C 0.113 -3.327 0.653 -0.353
C 1.210 -3.022 -0.206 -0.167
H 2.108 -2.559 0.220 0.081
C 1.314 -1.492 -2.111 -0.035
C 0.050 -3.418 -2.375 -0.054
H -0.222 -4.434 -2.177 0.087
C -0.240 -2.612 -3.398 -0.081
H -0.843 -2.792 -4.277 0.109
N 0.476 -1.419 -3.200 -0.066
C 0.443 -0.264 -4.035 -0.140
C 1.667 0.173 -4.556 -0.199
C 1.716 1.394 -5.231 -0.010
H 2.686 1.728 -5.625 0.117
C 0.559 2.153 -5.456 -0.274
C 0.650 3.456 -6.193 -0.067
H 0.636 4.309 -5.505 0.081
H -0.183 3.583 -6.887 0.071
H 1.578 3.513 -6.766 0.070
C -0.659 1.679 -4.948 -0.013
H -1.575 2.259 -5.107 0.113
C -0.733 0.470 -4.235 -0.198
C -2.013 0.094 -3.559 -0.048
H -2.315 -0.937 -3.765 0.068
H -2.804 0.761 -3.920 0.072
H -1.984 0.214 -2.463 0.050
C 2.911 -0.626 -4.373 -0.046
H 2.858 -1.596 -4.890 0.092
H 3.131 -0.828 -3.313 0.040
H 3.761 -0.071 -4.792 0.077
C -3.875 0.181 1.290 -0.064
N -3.833 0.392 2.730 -0.138
C -5.062 0.121 3.458 -0.057
C -2.611 0.401 3.345 -0.472
O -1.562 0.142 2.703 -0.155
N -2.571 0.649 4.702 -0.135
C -3.370 1.738 5.238 -0.071
C -1.316 0.414 5.414 -0.046
H -4.924 0.288 0.987 0.083
H -3.515 -0.822 0.989 0.095
H -3.273 0.941 0.763 0.067
H -4.902 -0.643 4.234 0.103
H -5.439 1.045 3.917 0.070
H -5.787 -0.233 2.718 0.084
H -4.036 1.385 6.040 0.090
H -2.706 2.510 5.665 0.091
H -3.962 2.179 4.427 0.080
H -0.668 -0.244 4.824 0.077
H -0.792 1.364 5.613 0.091
H -1.523 -0.057 6.387 0.089
```

=====

[2]
Entry from OMol25: a molecular structure, C33H46BN8NdO2P at a distorted geometry (ωB97M-V/def2-TZVPD).

Computed properties:
- Frontier orbital gap (spin up / spin down): 9.278 / 9.332 eV
- Total charge: +1
- Spin multiplicity: 4
- E_tot: -2801.31257 hartree
- ΔE to the lowest compared entry with this formula, charge and spin: 0.000 eV

XYZ file:
```
92
Properties=species:S:1:pos:R:3:lowdin_spin:R:1
Nd -0.771 0.041 -0.230 3.034
C 0.188 2.022 -3.471 0.000
C 0.138 2.736 -2.163 -0.001
C 0.210 4.105 -1.925 0.000
C 0.266 4.232 -0.547 0.000
C 0.371 5.506 0.207 0.000
N 0.214 2.996 -0.002 0.001
N 0.111 2.076 -1.002 -0.008
B 0.718 2.638 1.443 0.000
N 1.866 1.628 1.303 0.000
N 1.775 0.528 0.507 -0.003
C 3.011 0.032 0.413 0.000
C 3.401 -1.094 -0.473 0.000
C 3.897 0.786 1.182 0.000
C 3.134 1.794 1.735 0.000
C 3.606 2.865 2.654 0.000
N -0.359 2.020 2.367 0.000
N -1.073 0.909 2.047 -0.006
C -1.865 0.634 3.091 0.001
C -2.864 -0.474 3.089 0.000
C -1.636 1.559 4.110 0.000
C -0.668 2.416 3.619 0.001
C -0.037 3.549 4.341 0.000
H 1.169 2.170 -3.926 0.000
H 0.035 0.952 -3.317 0.000
H -0.563 2.406 -4.160 0.000
H 0.242 4.885 -2.657 0.000
H 0.030 6.327 -0.420 0.000
H -0.222 5.486 1.116 0.000
H 1.407 5.698 0.483 0.000
H 1.117 3.629 1.934 0.000
H 2.566 -1.761 -0.655 0.000
H 3.745 -0.707 -1.432 0.000
H 4.216 -1.655 -0.024 0.000
H 4.949 0.628 1.297 0.000
H 4.653 2.689 2.893 0.000
H 3.517 3.847 2.194 0.000
H 3.034 2.874 3.579 0.000
H -2.911 -0.962 2.116 0.000
H -2.610 -1.222 3.839 0.000
H -3.849 -0.084 3.344 0.000
H -2.108 1.602 5.071 0.000
H -0.560 3.716 5.278 0.000
H 1.002 3.317 4.567 0.000
H -0.065 4.462 3.753 0.000
O -3.558 -3.052 -0.780 0.000
C -2.484 -2.697 -0.343 0.000
O -2.211 -1.563 0.187 -0.006
C -1.259 -3.655 -0.412 0.000
P 0.238 -2.574 -0.518 -0.004
C 1.102 -3.237 -1.990 0.000
C 1.406 -4.579 -2.188 0.000
C 2.030 -4.978 -3.359 0.000
C 2.327 -4.049 -4.344 0.000
C 2.007 -2.712 -4.161 0.000
C 1.398 -2.307 -2.987 0.000
C 1.098 -3.067 1.028 -0.001
C 0.529 -2.496 2.170 0.000
C 1.077 -2.729 3.416 0.000
C 2.217 -3.513 3.527 0.000
C 2.797 -4.061 2.395 0.000
C 2.241 -3.850 1.142 0.000
H -1.341 -4.354 -1.248 0.000
H -1.233 -4.227 0.521 0.000
H 1.151 -5.306 -1.429 0.000
H 2.292 -6.016 -3.501 0.000
H 2.802 -4.367 -5.259 0.000
H 2.243 -1.992 -4.929 0.000
H 1.159 -1.255 -2.816 0.000
H -0.357 -1.864 2.072 0.000
H 0.626 -2.294 4.295 0.000
H 2.658 -3.689 4.495 0.000
H 3.691 -4.659 2.488 0.000
H 2.705 -4.282 0.266 0.000
N -1.779 -1.023 -2.847 -0.002
C -3.243 -1.087 -3.125 0.000
C -4.024 -0.182 -2.174 0.000
C -3.599 1.283 -2.307 0.000
C -3.822 2.097 -1.036 0.000
N -3.003 1.563 0.068 -0.003
H -1.322 -0.715 -3.704 0.000
H -1.453 -1.981 -2.708 0.000
H -3.608 -2.107 -2.977 0.000
H -3.441 -0.789 -4.160 0.000
H -3.865 -0.557 -1.160 0.000
H -5.087 -0.289 -2.398 0.000
H -4.162 1.744 -3.120 0.000
H -2.527 1.340 -2.547 0.000
H -4.888 2.102 -0.778 0.000
H -3.510 3.128 -1.228 0.000
H -3.528 0.803 0.511 0.000
H -2.916 2.290 0.782 0.000
```

=====

- Among the records above, which one has the lowest total charge?
  C33H45N5OTl

=====

- The highest total charge belongs to which entry?
  C33H46BN8NdO2P

=====

- E_tot of number 2 (C33H46BN8NdO2P)?
  -2801.31257 hartree

=====

- The highest ΔE to the lowest compared entry with this formula, charge and spin belongs to which entry?
  C33H45N5OTl